# 1
Entry from OMol25: a cluster of 8 separate species, C39H101N7O13 in total at a distorted geometry (wB97M-V/def2-TZVPD).

total charge = 0
total energy = -2907.4864 Eh
LUMO energy = 0.0204 Eh
F_max = 2.558 eV Å⁻¹

Atoms and positions in Å:
C  -7.197635  1.946833  -4.151403
O  -7.119682  0.715640  -3.450864
C  -6.105492  0.802284  -2.411429
C  -4.784641  0.146978  -2.871142
C  -4.015502  0.828882  -4.015416
N  -5.144867  -1.196950  -3.394374
H  -7.504110  2.726952  -3.446080
H  -8.050412  1.994530  -4.837383
H  -6.361883  2.280449  -4.767815
H  -6.005543  1.834193  -2.068375
H  -6.590296  0.315688  -1.565507
H  -4.172772  -0.174692  -2.020281
H  -3.101519  0.246923  -4.081332
H  -3.760299  1.837325  -3.685215
H  -4.732266  0.825558  -4.832842
H  -5.862817  -0.920383  -4.067879
H  -5.635862  -1.740366  -2.691419
C  -1.509172  2.842793  0.579710
O  -0.463085  2.095433  1.177245
C  0.569278  1.690609  0.270584
C  0.482218  0.162903  -0.038613
C  -0.775157  -0.086771  -0.904697
N  0.256098  -0.504025  1.226276
H  -1.244232  3.807708  0.136640
H  -2.214300  3.005762  1.394830
H  -1.991813  2.268479  -0.217225
H  0.620812  2.308978  -0.626182
H  1.401281  1.851960  0.964298
H  1.465679  -0.162470  -0.381501
H  -1.703238  -0.052820  -0.338019
H  -0.725482  -1.113125  -1.277009
H  -0.828307  0.576593  -1.773243
H  0.208824  -1.508627  1.136131
H  -0.617309  -0.168550  1.612538
C  4.033037  0.911328  2.741152
O  5.388059  0.945827  2.301242
C  5.969783  2.243090  2.394197
C  7.498079  2.049953  2.329674
N  8.124702  1.590485  3.567400
C  9.495515  1.953570  3.804775
C  10.500605  0.754850  3.694221
O  10.817084  0.503167  2.349912
C  11.722071  -0.583581  2.292309
H  3.599661  -0.080951  2.644411
H  3.486796  1.653968  2.154111
H  4.047243  1.150505  3.807046
H  5.690206  2.689834  3.354188
H  5.554679  2.766377  1.526426
H  7.865714  3.069896  2.197100
H  7.664593  1.371116  1.489373
H  7.712224  0.690475  3.757926
H  9.671858  2.396886  4.787543
H  9.735116  2.673717  3.022226
H  10.004437  -0.047114  4.252105
H  11.375397  1.072000  4.272341
H  12.399347  -0.571552  1.438823
H  11.200946  -1.530674  2.064536
H  12.185585  -0.890734  3.231005
C  0.985622  -0.636358  4.787885
O  1.643759  -0.367596  6.024417
C  3.025161  -0.708487  5.927708
C  3.544786  -1.167965  7.296161
N  3.447111  -2.605896  7.537506
C  2.110523  -3.155312  7.446232
C  2.173242  -4.669275  7.259469
O  2.904954  -4.942905  6.102235
C  3.456810  -6.231341  6.038036
H  -0.046872  -0.348512  4.989016
H  1.034479  -1.687797  4.495981
H  1.322170  -0.013464  3.956156
H  3.622600  0.182671  5.707636
H  3.302242  -1.468834  5.193282
H  3.068824  -0.562437  8.068097
H  4.614650  -0.945869  7.292672
H  4.031880  -3.144197  6.910859
H  1.378634  -2.548809  6.904758
H  1.638929  -3.056992  8.440387
H  1.195509  -5.167281  7.285637
H  2.675659  -5.053979  8.159132
H  2.650804  -6.977569  5.966983
H  3.891448  -6.555765  6.992692
H  4.144262  -6.355984  5.208924
C  5.032344  4.250170  -9.197787
O  4.866237  4.149316  -7.777090
C  3.688356  3.377110  -7.528360
C  3.642816  2.878188  -6.074505
N  2.734648  3.731318  -5.303632
C  2.821076  3.629625  -3.845981
C  1.712393  4.417860  -3.172168
O  1.757167  4.586864  -1.783598
C  3.012709  4.800462  -1.164483
H  4.673261  3.370739  -9.730721
H  6.097279  4.382046  -9.387963
H  4.514472  5.145408  -9.551254
H  3.673455  2.466073  -8.134206
H  2.752198  3.874696  -7.794694
H  4.625208  2.649964  -5.652776
H  3.129880  1.911605  -6.108294
H  2.896002  4.717996  -5.483166
H  3.825661  3.815802  -3.454245
H  2.585071  2.605112  -3.525431
H  0.718076  4.017159  -3.379883
H  1.683194  5.379203  -3.718397
H  3.457882  3.897712  -0.735847
H  2.727021  5.320305  -0.244033
H  3.708926  5.432044  -1.714437
C  -4.875135  0.299265  0.809311
O  -5.450884  1.474931  0.328111
C  -6.464631  1.942513  1.258833
C  -7.761690  1.183283  1.234690
N  -8.596591  1.298276  0.053348
C  -8.706732  2.609002  -0.585083
C  -9.965187  2.622714  -1.432278
O  -11.124233  2.639155  -0.635926
C  -11.944573  3.794290  -0.721920
H  -5.601525  -0.514240  0.927201
H  -4.366497  0.428721  1.774676
H  -4.097292  -0.019661  0.113757
H  -6.617562  3.008298  1.091557
H  -6.031069  1.870818  2.259786
H  -8.276951  1.756822  2.027827
H  -7.620941  0.169001  1.604160
H  -9.514523  0.913344  0.221960
H  -7.794966  2.749368  -1.170132
H  -8.735154  3.397845  0.180897
H  -9.902718  1.780487  -2.124013
H  -9.924335  3.577177  -1.970132
H  -12.731201  3.649877  0.013139
H  -12.383656  3.956732  -1.708374
H  -11.383553  4.698324  -0.470547
C  -2.011620  -9.018695  0.320443
O  -0.890477  -8.215159  0.074766
C  -1.129117  -7.288616  -0.973673
C  0.063653  -6.326522  -0.979773
N  -0.019459  -5.257652  -1.976544
C  -1.195619  -4.400272  -1.798017
C  -1.269245  -3.729917  -0.408397
O  -2.378818  -2.899717  -0.250967
C  -3.738280  -3.234468  -0.486798
H  -2.895403  -8.383256  0.447582
H  -1.780517  -9.720230  1.121196
H  -2.364307  -9.722020  -0.452241
H  -2.028599  -6.692562  -0.780596
H  -1.258977  -7.726642  -1.965408
H  0.899769  -6.972835  -1.270827
H  0.338557  -6.064119  0.046550
H  0.820606  -4.701737  -1.874719
H  -2.104611  -4.914755  -2.109431
H  -1.088349  -3.607260  -2.544432
H  -0.335952  -3.185379  -0.248959
H  -1.297755  -4.445863  0.424544
H  -3.931847  -2.735113  -1.439824
H  -4.379622  -2.782201  0.266432
H  -3.862798  -4.315205  -0.573606
C  0.522580  0.370832  -4.775178
O  -0.075428  1.584759  -5.124647
H  1.413567  0.535478  -4.163676
H  -0.163835  -0.284015  -4.230533
H  0.756992  -0.301839  -5.611700
H  0.574716  2.264633  -5.328421

Atoms 1-3, force components in eV/Å:
-1.55 0.68 -0.02
0.95 0.95 -0.50
-0.41 0.17 -0.09

Mulliken atomic charge list, values in e, 99 entries:
1. C -0.5599
2. O -0.4656
3. C -0.7778
4. C 2.2577
5. C -1.6645
6. N -0.8994
7. H 0.1461
8. H 0.3527
9. H 0.2179
10. H 0.3898
11. H 0.2026
12. H -0.9157
13. H 0.3727
14. H 0.2860
15. H 0.4009
16. H 0.3821
17. H 0.2561
18. C -0.5067
19. O -0.4409
20. C -0.2039
21. C 0.0795
22. C -0.7017
23. N -0.4096
24. H 0.2569
25. H 0.2374
26. H 0.1803
27. H 0.4387
28. H -0.1908
29. H 0.3177
30. H 0.0907
31. H 0.0589
32. H 0.3945
33. H 0.1633
34. H 0.2580
35. C -0.6203
36. O -0.3757
37. C -0.4613
38. C -0.5772
39. N -0.1722
40. C -0.7651
41. C -0.3937
42. O -0.3322
43. C -0.8087
44. H 0.3021
45. H 0.3016
46. H 0.2267
47. H 0.3488
48. H 0.1759
49. H 0.4416
50. H 0.2141
51. H 0.2190
52. H 0.3476
53. H 0.2999
54. H 0.3089
55. H 0.4030
56. H 0.2669
57. H 0.2914
58. H 0.3514
59. C -0.6275
60. O -0.4181
61. C 0.0884
62. C -1.2061
63. N -0.3343
64. C -0.2982
65. C -0.7139
66. O -0.2488
67. C -0.7914
68. H 0.3499
69. H 0.2803
70. H 0.2016
71. H 0.1801
72. H 0.3377
73. H 0.3654
74. H 0.4338
75. H 0.2770
76. H 0.1890
77. H 0.2703
78. H 0.4194
79. H 0.3570
80. H 0.3185
81. H 0.3341
82. H 0.2284
83. C -0.6913
84. O -0.3202
85. C -0.5743
86. C -0.4958
87. N -0.2109
88. C -0.6521
89. C -0.5515
90. O -0.3377
91. C -0.9008
92. H 0.3301
93. H 0.2394
94. H 0.2589
95. H 0.4262
96. H 0.3452
97. H 0.3347
98. H 0.2264
99. H 0.2488

# 2
Entry from OMol25: a structure of composition C47H95AgN4O9 at a distorted geometry (wB97M-V/def2-TZVPD).

total charge = +1
total energy = -2890.3526 Eh
LUMO energy (alpha / beta) = -0.1166 / -0.2337 Eh
F_max = 3.294 eV Å⁻¹
multiplicity = 2

Atoms and positions in Å:
Ag  -28.698299  27.799622  -6.680828
C  -28.738531  27.844897  -2.252869
C  -29.639565  27.524506  -3.430174
C  -31.114790  27.550482  -2.951062
O  -29.425597  28.231428  -4.619668
H  -27.683289  27.973193  -2.493749
H  -28.758250  26.984779  -1.575050
H  -29.172798  28.704041  -1.735272
H  -29.459463  26.480330  -3.722577
H  -31.143663  26.842131  -2.114517
H  -31.763600  27.086468  -3.692975
H  -31.535951  28.515191  -2.680434
C  -26.773789  24.466719  -1.998020
C  -25.420011  23.735175  -1.778555
C  -25.526697  23.025359  -0.406315
C  -26.265686  21.666612  -0.357259
C  -25.649819  20.780680  -1.453664
C  -25.685477  21.412574  -2.832938
N  -25.089551  22.759021  -2.785116
O  -25.103265  23.351044  -4.073537
C  -24.854182  20.536534  -3.756953
C  -27.168304  21.391769  -3.326637
C  -24.262847  24.710826  -1.547034
H  -26.634235  25.456251  -2.430970
H  -27.407778  24.512043  -1.109215
H  -27.394244  23.887421  -2.684406
H  -24.578041  22.597739  -0.058685
H  -25.959224  23.645179  0.378279
H  -27.344601  21.867096  -0.436441
H  -26.118177  21.110122  0.570125
H  -26.146427  19.806813  -1.458032
H  -24.641196  20.528043  -1.114258
H  -23.790954  20.527719  -3.532321
H  -25.240483  19.514508  -3.699393
H  -25.016248  20.789252  -4.807161
H  -27.476054  20.356684  -3.477597
H  -27.815605  21.944062  -2.653254
H  -27.253023  21.795492  -4.341069
H  -24.230890  25.330780  -2.451388
H  -23.311529  24.191304  -1.441420
H  -24.291241  25.425246  -0.722808
H  -26.017595  23.242856  -4.383578
C  -26.305577  34.025308  1.116175
C  -26.828107  32.755471  1.827848
C  -28.236559  32.429570  1.431177
C  -28.470867  31.640103  0.139545
C  -27.462065  30.491460  0.036454
C  -26.023104  30.778279  0.429616
N  -25.948689  31.584540  1.669644
O  -24.645217  31.849778  2.071271
C  -25.321510  29.448804  0.752988
C  -25.303296  31.490677  -0.735860
C  -26.896022  33.064126  3.324671
H  -26.693498  34.911841  1.617857
H  -26.635490  34.013544  0.077625
H  -25.225290  34.118057  1.222660
H  -28.730486  31.826797  2.201749
H  -28.821580  33.349404  1.346187
H  -28.447465  32.388218  -0.658016
H  -29.497338  31.293429  0.256088
H  -27.457824  30.027069  -0.948260
H  -27.750406  29.737718  0.782618
H  -24.242815  29.585735  0.854256
H  -25.566781  29.160080  1.780158
H  -25.562289  28.633473  0.072474
H  -24.798134  30.773150  -1.381364
H  -26.010857  32.131984  -1.260491
H  -24.504914  32.146622  -0.382054
H  -25.954975  33.218572  3.861105
H  -27.324103  32.276683  3.959429
H  -27.530801  33.908661  3.611640
H  -24.182828  32.328697  1.360620
C  -31.912186  22.655407  -9.667110
C  -32.466737  23.259457  -8.397246
C  -33.802852  22.592316  -7.979146
C  -34.137111  22.576064  -6.490365
C  -32.932137  22.321765  -5.596749
C  -31.711713  23.206333  -5.915202
N  -31.450914  23.079619  -7.347493
O  -30.208979  23.598323  -7.713449
C  -31.937238  24.657248  -5.452209
C  -30.562923  22.564899  -5.115771
C  -32.741942  24.720579  -8.749769
H  -31.594975  21.609068  -9.604163
H  -31.025785  23.135684  -10.081572
H  -32.641727  22.676194  -10.482518
H  -34.668431  23.007630  -8.504120
H  -33.803451  21.587822  -8.416649
H  -34.902269  21.825909  -6.273198
H  -34.624953  23.507783  -6.189717
H  -32.622379  21.289291  -5.462515
H  -33.426734  22.701589  -4.691446
H  -31.686724  24.674523  -4.391688
H  -31.297305  25.370875  -5.980371
H  -32.948588  24.990900  -5.687587
H  -30.751113  22.595577  -4.046610
H  -30.350856  21.599051  -5.574201
H  -29.646094  23.129510  -5.323739
H  -33.070531  25.376206  -7.933770
H  -33.595219  24.772643  -9.429801
H  -31.921109  25.269170  -9.216192
H  -30.246893  24.564048  -7.613127
C  -30.758544  25.192140  0.485999
C  -30.460634  24.838085  1.955627
C  -31.708789  25.277303  2.752847
C  -31.770555  24.642136  4.158224
C  -31.812444  23.133669  3.966961
C  -30.654582  22.541408  3.129707
N  -30.209635  23.377676  2.040145
O  -29.115230  22.927757  1.377566
C  -29.486008  22.246803  4.087914
C  -31.163614  21.168723  2.552460
C  -29.212284  25.557585  2.432626
H  -31.633375  24.629450  0.164048
H  -29.910080  24.935523  -0.153729
H  -30.904277  26.267175  0.407735
H  -31.600911  26.338247  2.960863
H  -32.592411  24.921596  2.227123
H  -32.638868  25.031780  4.681700
H  -30.844205  24.854442  4.696267
H  -32.768334  22.693712  3.665914
H  -31.795285  22.675177  4.962350
H  -28.555958  21.822339  3.710050
H  -29.134664  23.222689  4.460148
H  -29.708926  21.781572  5.046307
H  -30.415203  20.866962  1.826182
H  -31.463675  20.501734  3.353069
H  -32.113341  21.400933  2.062162
H  -28.767127  25.403103  3.416028
H  -29.273230  26.640830  2.308960
H  -28.391286  25.311186  1.747573
H  -29.495853  22.450818  0.610531
O  -34.102233  27.648787  0.045420
C  -33.237297  28.466421  0.114660
O  -32.222669  28.394117  0.995155
C  -31.339815  29.559336  1.044907
C  -31.824201  30.382039  -0.202973
C  -33.084340  29.748782  -0.688878
H  -30.267343  29.438997  1.163472
H  -31.750122  29.996045  1.958073
H  -31.040441  30.438381  -0.960106
H  -31.964995  31.426071  0.081204
H  -33.064206  29.396924  -1.718780
H  -33.982021  30.344004  -0.525969
O  -32.516960  28.681816  -8.183552
C  -33.191986  28.836356  -7.195675
O  -34.455433  29.255507  -7.333885
C  -35.116620  29.509267  -6.070422
C  -34.064028  29.194979  -5.032494
C  -32.760514  28.830884  -5.754732
H  -35.901209  28.764087  -5.953397
H  -35.551566  30.497524  -5.956583
H  -34.375597  28.325315  -4.443699
H  -33.958964  29.937680  -4.238387
H  -32.413631  27.841387  -5.483149
H  -32.032088  29.623424  -5.602234

Atoms 1-3, force components in eV/Å:
-0.59 0.21 1.49
-0.14 -0.08 0.18
-0.30 -0.94 -1.69

Mulliken atomic charge list, values in e, 99 entries:
1. Ag 0.6512
2. C -0.1971
3. C 1.0165
4. C -0.4921
5. O -0.7494
6. H 0.5088
7. H -0.1627
8. H -0.3319
9. H -0.2353
10. H 0.0126
11. H -0.3372
12. H 0.1877
13. C -0.5952
14. C 2.2101
15. C -1.6206
16. C 0.1890
17. C -1.5944
18. C 1.8592
19. N 0.0756
20. O -0.4980
21. C -1.9949
22. C -1.8719
23. C -1.9573
24. H 0.2840
25. H -0.2697
26. H -0.0450
27. H 0.5163
28. H 0.3451
29. H -0.3491
30. H 0.4620
31. H 0.4844
32. H 0.3754
33. H 0.4577
34. H 0.4009
35. H 0.3422
36. H 0.5547
37. H 0.1410
38. H 0.5413
39. H 0.4342
40. H 0.4684
41. H 0.2999
42. H 0.3758
43. C -1.6872
44. C 1.9181
45. C -1.6803
46. C 0.5314
47. C -0.8996
48. C 2.0002
49. N 0.1519
50. O -0.4620
51. C -2.3240
52. C -1.5502
53. C -2.0505
54. H 0.4795
55. H 0.3421
56. H 0.3084
57. H 0.3499
58. H 0.4249
59. H 0.5744
60. H -0.9554
61. H 0.4886
62. H -0.0277
63. H 0.4478
64. H 0.4596
65. H 0.4529
66. H 0.5132
67. H 0.3637
68. H 0.2185
69. H 0.4109
70. H 0.4080
71. H 0.4127
72. H 0.3374
73. C -2.0488
74. C 1.8105
75. C -1.1869
76. C -0.8242
77. C -1.1750
78. C 2.3686
79. N 0.1531
80. O -0.4543
81. C -1.7260
82. C -2.6308
83. C -1.7394
84. H 0.4630
85. H 0.3462
86. H 0.4235
87. H 0.3853
88. H 0.4579
89. H 0.4163
90. H 0.3099
91. H 0.4706
92. H 0.2568
93. H 0.4170
94. H 0.1792
95. H 0.3412
96. H 0.4274
97. H 0.5710
98. H 0.4732
99. H 0.2831